1.
10
Properties=species:S:1:pos:R:3 method="wB97M-V/def2-TZVPD" total_energy_ev=-14175.20550 relative_energy_kj_mol=242.9 smiles=FCCP orbital_gap_ev=10.26 homo_energy_ev=-9.22
C 0.353 0.242 -0.723
F -2.185 0.502 -0.203
H 1.842 -0.775 1.232
H -1.420 -1.360 -0.594
H 1.065 1.123 1.286
H 0.193 1.203 -1.125
H -0.995 -0.410 1.146
C -1.215 -0.431 0.102
P 1.864 0.412 0.338
H 0.499 -0.505 -1.457

2.
12
Properties=species:S:1:pos:R:3 method="wB97M-V/def2-TZVPD" charge=+1 total_energy_ev=-15290.37453 relative_energy_kj_mol=185.2 smiles="C/C(N)=[NH+]/OI" orbital_gap_ev=8.37 homo_energy_ev=-13.61
H -0.931 1.796 -0.191
O 2.133 -0.639 -0.033
C -0.268 -0.136 -0.073
N -0.522 -1.392 -0.197
C -1.311 0.858 0.146
H 1.143 1.274 0.058
N 0.994 0.310 0.108
H -1.549 0.942 1.241
H -1.462 -1.589 -0.304
I 3.964 0.167 -0.165
H 0.153 -2.106 -0.274
H -2.344 0.516 -0.317

3.
12
Properties=species:S:1:pos:R:3 method="wB97M-V/def2-TZVPD" charge=+1 total_energy_ev=-15289.33999 relative_energy_kj_mol=285.1 smiles=[NH3+][C@@H]1O[C@H]1NI orbital_gap_ev=8.63 homo_energy_ev=-12.39
H -0.886 -2.155 -0.294
N 0.014 2.547 -0.332
H -1.494 -0.110 -0.294
I 0.612 4.026 0.917
H -0.622 2.902 -0.971
H -0.057 -2.000 0.978
C 0.511 1.265 -0.220
H 1.381 1.319 0.446
O 0.234 0.385 -1.284
H 0.702 -1.819 -0.626
C -0.450 -0.128 -0.213
N -0.009 -1.590 0.019

4.
13
Properties=species:S:1:pos:R:3 method="wB97M-V/def2-TZVPD" charge=+1 total_energy_ev=-16221.23782 relative_energy_kj_mol=145.7 orbital_gap_ev=8.66 homo_energy_ev=-12.82
N -1.658 -0.903 0.170
I -1.044 -2.660 -0.437
H 0.018 0.148 0.334
H 1.926 0.562 1.957
H 2.925 0.068 0.867
C 1.120 0.756 -1.085
C -2.701 -0.500 0.666
H -3.754 -0.948 0.842
N 1.026 0.416 0.137
H -2.818 0.541 0.963
N 1.452 0.939 -2.184
N 2.080 0.699 0.951
H 1.426 0.883 -3.180

5.
13
Properties=species:S:1:pos:R:3 method="wB97M-V/def2-TZVPD" total_energy_ev=-26690.15878 relative_energy_kj_mol=39.4 orbital_gap_ev=8.77 homo_energy_ev=-9.32
C 0.599 -1.421 0.875
H 1.463 -0.792 0.831
O -1.911 -1.323 0.319
O -0.347 -0.998 -1.524
H 1.020 -2.413 0.466
C 0.463 1.578 -0.735
H 0.079 2.488 -0.911
H 0.266 -1.543 1.909
H 1.391 1.617 -0.216
S -0.665 -0.746 -0.161
N -0.507 0.949 0.186
I -2.393 1.717 0.497
H 0.543 0.885 -1.538

6.
12
Properties=species:S:1:pos:R:3 method="wB97M-V/def2-TZVPD" spin_multiplicity=7 charge=+1 total_energy_ev=-39623.10958 s2=12.001 orbital_gap_ev="8.15 / 11.61" homo_energy_ev="-11.81 / -16.12"
H -1.086 -0.457 -2.952
C -1.808 -0.754 -2.182
O -1.143 -1.426 -1.111
C -0.001 -0.891 -0.626
O -0.016 0.228 0.801
H -2.313 0.130 -1.778
H -0.882 0.065 1.195
H 0.650 -0.268 -1.251
H 0.568 -1.039 1.216
O 0.523 -1.862 0.138
H -2.500 -1.487 -2.604
Mn -0.160 -3.648 -0.552

7.
9
Properties=species:S:1:pos:R:3 method="wB97M-V/def2-TZVPD" charge=+1 total_energy_ev=-3652.97167 relative_energy_kj_mol=71.8 smiles="C=C[NH3+]" orbital_gap_ev=12.06 homo_energy_ev=-16.10
H -1.289 -0.322 -0.861
C 0.203 1.151 0.692
N -0.382 -0.750 -0.699
H 0.671 1.728 1.460
C 0.436 -0.133 0.437
H 1.399 -0.626 0.525
H -0.558 -1.630 -0.219
H 0.207 -1.037 -1.477
H -0.687 1.620 0.141

8.
10
Properties=species:S:1:pos:R:3 method="wB97M-V/def2-TZVPD" total_energy_ev=-5150.68299 relative_energy_kj_mol=119.3 smiles="N=C=N.C" orbital_gap_ev=11.18 homo_energy_ev=-10.34
C 2.049 0.484 0.436
H -2.575 0.434 -0.804
H 3.153 2.112 0.151
H -2.542 -0.738 0.517
N 1.357 -0.486 0.263
C -2.095 -0.461 -0.429
H 1.462 -1.403 0.646
H -2.230 -1.266 -1.140
H -1.039 -0.272 -0.290
N 2.461 1.594 0.650